Record 1
A structure of composition C10H28N3OPPdS4SbSe2, computed with ωB97M-V/def2-TZVPD.

Charge = -1
Orbital gap = 5.9480 eV

Each line ends with the Löwdin charge.
CARTESIAN COORDINATES (ANGSTROEM)
1 C -4.8240 -3.3119 -0.1763  -0.43
2 H -0.0457 2.6066 -0.2337  0.04
3 H 3.3354 3.5572 0.0470  0.08
4 Se -1.9160 0.5315 2.1560  0.91
5 C 2.6394 0.1032 -2.6725  -0.10
6 H -3.9582 -1.9088 2.3200  0.05
7 H 1.8436 0.3187 -3.3915  0.06
8 C 0.8693 2.8368 -0.7743  -0.11
9 H -2.8911 -3.2425 1.9068  0.06
10 H 1.1291 3.8772 -0.5709  0.08
11 C 1.4601 -1.7773 -1.6557  -0.14
12 H 0.7567 -1.7370 -2.4899  0.04
13 N 3.0948 0.0181 0.9270  -0.32
14 N 2.0877 -0.4767 -1.4617  -0.33
15 C -3.0676 -2.1762 1.7497  -0.58
16 P 1.8188 0.3760 -0.0847  0.51
17 Pd -1.5484 0.6335 -0.2624  0.04
18 Se -3.4642 -1.9149 -0.1522  0.88
19 Sb -2.7933 1.8495 -2.8634  -0.24
20 C 3.2887 2.6205 -0.5156  -0.13
21 H 3.1722 1.0266 -2.4571  0.06
22 H 4.0862 1.9689 -0.1680  0.07
23 H 3.3494 -0.5958 -3.1272  0.08
24 H 2.3182 1.3392 2.3525  0.08
25 H 2.2226 -2.5381 -1.8630  0.08
26 H 3.4598 2.8642 -1.5701  0.08
27 H -1.7162 -1.6685 3.3298  0.06
28 N 1.9906 1.9990 -0.3039  -0.28
29 H -4.0335 0.3546 3.5072  0.03
30 H -4.3903 0.3601 1.7342  0.00
31 H 3.9900 0.8297 2.6449  0.08
32 S -4.4810 0.7386 -3.8947  -0.31
33 S -3.3358 1.9902 -0.5189  -0.05
34 H 0.8990 -2.0614 -0.7680  0.07
35 H -4.3952 -4.2854 0.0574  0.01
36 C -3.7981 0.7914 2.5385  -0.42
37 H 0.6662 2.7216 -1.8389  0.04
38 S -0.9744 0.3501 -2.5104  -0.01
39 H 3.6906 -1.9478 1.4234  0.08
40 C 3.9655 -1.1227 0.7538  -0.11
41 H -5.2280 -3.3266 -1.1861  0.01
42 O 0.5102 -0.0012 0.5349  -0.42
43 H 3.9159 -1.4786 -0.2718  0.07
44 H 5.0005 -0.8426 0.9770  0.08
45 H -5.6254 -3.0759 0.5220  0.02
46 H -3.9634 1.8654 2.5617  0.02
47 H 2.6460 -0.2851 2.9727  0.08
48 C 3.0067 0.4980 2.2957  -0.11
49 S -1.9573 3.8500 -3.5412  -0.31
50 H -0.9462 -1.6745 1.7363  0.04
51 C -1.8599 -1.4268 2.2754  -0.52

Record 2
A structure of composition C10H29AgO5S4, computed with ωB97M-V/def2-TZVPD.

Orbital gap = 2.7089 eV

Each line ends with the Löwdin charge.
CARTESIAN COORDINATES (ANGSTROEM)
1 H 2.0505 6.2306 4.8529  0.04
2 H -3.8145 0.8691 -5.5091  0.08
3 H -6.2137 0.5104 -4.5314  0.05
4 H -2.1109 -5.0372 6.1448  0.05
5 H 0.2167 -3.4160 4.8201  0.05
6 H 5.0777 3.5383 -1.9696  0.04
7 H 6.1448 3.4498 -3.4510  0.03
8 H 5.2335 0.9822 -5.1187  0.06
9 O 4.1612 0.5434 -2.8574  -0.61
10 C -5.8500 1.4506 -4.9461  -0.14
11 O 0.0679 -4.4330 -0.9104  -0.62
12 H -3.1442 -4.9299 4.7556  0.05
13 C -2.1499 -4.6705 5.1190  -0.28
14 H -0.6392 -3.2765 -3.6209  0.05
15 C 6.1311 0.9536 -4.5010  -0.29
16 S -0.3637 -5.2933 -2.1222  0.83
17 O -2.1670 -2.4179 3.6022  -0.58
18 H 0.0377 3.8370 6.6515  0.04
19 H 0.8919 -4.1043 -3.8715  0.05
20 H -0.2163 -3.2613 6.5020  0.05
21 O 1.1904 3.6043 3.8177  -0.59
22 C 5.2705 3.0599 -2.9298  -0.23
23 S -2.0680 -2.8588 5.0734  0.83
24 Ag -0.1694 -0.1703 -0.1331  0.65
25 H 1.7305 6.4458 3.1086  0.06
26 C -4.3008 1.5828 -4.8441  -0.50
27 H 0.1107 -1.8185 5.3625  0.06
28 C -0.1626 -4.2565 -3.6416  -0.26
29 C 1.2785 6.2667 4.0842  -0.27
30 H -2.5672 -5.7488 -0.9377  0.05
31 H -6.3881 2.2143 -4.3845  0.05
32 H 4.4073 3.3072 -3.5476  0.05
33 C -2.2203 -5.3699 -1.8991  -0.24
34 H -0.5416 -4.8041 -4.5045  0.04
35 H -2.4966 -4.3157 -1.8796  0.04
36 H 6.8139 1.7005 -4.9061  0.05
37 H -2.7737 -5.8754 -2.6905  0.05
38 H -4.2285 2.5694 -5.3018  0.07
39 H 0.5574 7.0601 4.2807  0.04
40 H -6.1573 1.5593 -5.9862  0.05
41 O -3.7483 1.4700 -3.5785  -0.30
42 C 0.5881 4.6821 6.2381  -0.24
43 H 6.6603 0.0096 -4.6313  0.05
44 S 0.3450 4.7172 4.3517  0.83
45 C -0.3407 -2.7974 5.5235  -0.29
46 S 5.5635 1.1844 -2.8078  0.85
47 H 0.1120 5.6046 6.5705  0.04
48 H 1.6040 4.6591 6.6323  0.05
49 H -1.4127 -5.2069 4.5217  0.06

Record 3
A structure of composition C10H29LiO9, computed with ωB97M-V/def2-TZVPD.

Orbital gap = 4.0381 eV

Each line ends with the Löwdin charge.
CARTESIAN COORDINATES (ANGSTROEM)
1 H -22.9084 8.1722 -2.6629  0.12
2 H -24.4152 3.7179 3.3317  0.08
3 H -22.6431 4.1875 6.3397  0.12
4 H -25.7794 12.6317 1.5891  0.12
5 H -22.1885 3.8699 3.2971  0.12
6 O -16.7367 11.7528 -1.7473  -0.06
7 C -15.0355 12.3486 -3.2831  -0.24
8 H -21.5871 5.6783 -2.6511  0.08
9 H -23.1236 7.0136 -1.0208  0.08
10 H -18.5963 11.7044 5.9445  0.05
11 H -23.7719 5.7596 5.6876  0.07
12 H -22.2205 2.5516 4.4488  0.12
13 C -22.6588 3.5222 4.2169  -0.24
14 H -15.9021 12.6417 -3.8757  0.12
15 C -22.3214 4.5006 5.3465  -0.20
16 C -25.9789 12.3176 2.6136  -0.24
17 H -18.0794 11.0498 7.3168  0.04
18 H -19.3788 10.2176 6.7522  0.05
19 H -24.9056 12.2220 4.4911  0.12
20 H -26.8362 10.7112 3.2669  0.08
21 H -16.7560 11.3291 -0.8861  0.09
22 O -18.0095 9.4342 4.3269  -0.44
23 H -21.6980 9.1840 -1.7536  0.11
24 H -20.1342 7.0991 -2.0533  0.12
25 O -22.9814 5.8054 5.1449  -0.10
26 O -23.5492 12.3299 2.8748  -0.08
27 C -17.4844 9.9028 5.5629  -0.53
28 O -24.0563 3.2680 4.1000  -0.07
29 C -18.4841 10.7051 6.3651  -0.16
30 O -26.1999 10.9070 2.5752  -0.06
31 H -26.8540 12.9225 2.8513  0.12
32 H -22.9174 13.0525 2.8908  0.09
33 H -16.5762 10.4875 5.4165  0.07
34 H -21.2368 4.6048 5.3156  0.12
35 C -24.7829 12.6578 3.4996  -0.24
36 H -24.7504 13.7369 3.6497  0.12
37 H -17.0782 9.0501 6.1069  0.07
38 Li -21.6495 9.0680 3.0158  0.82
39 O -14.5895 11.1094 -3.8335  -0.07
40 H -14.8103 11.8838 -1.0906  0.13
41 O -21.3710 6.3058 -3.3447  -0.08
42 O -22.3971 7.5980 -0.7926  -0.07
43 H -20.3589 8.0343 -3.5660  0.12
44 H -14.2238 13.0761 -3.2888  0.11
45 H -14.3606 11.2732 -4.7513  0.08
46 H -15.5594 13.3902 -1.4995  0.11
47 C -20.8593 7.4777 -2.7736  -0.22
48 C -22.0382 8.1799 -2.0066  -0.25
49 C -15.4726 12.3517 -1.8190  -0.26

Record 4
A cluster of 5 separate species, C10H29NO5 in total, computed with ωB97M-V/def2-TZVPD.

Orbital gap = 9.2133 eV

Each line ends with the Löwdin charge.
CARTESIAN COORDINATES (ANGSTROEM)
1 H -0.3164 2.1789 1.8397  0.12
2 H -2.6212 -1.0525 0.7377  0.08
3 H -2.2853 -1.6268 -0.9627  0.08
4 C -0.0964 2.5379 0.8343  -0.12
5 C 1.7145 0.9807 0.8898  -0.03
6 O -0.4767 -0.5205 2.7136  -0.06
7 H 2.4602 1.7721 0.9655  0.09
8 H 0.2701 2.3222 -1.9021  0.05
9 C -1.5405 2.8969 0.3618  -0.19
10 C 3.7977 -2.5919 -0.9298  -0.16
11 O 0.2598 -0.7385 -0.8895  -0.03
12 O 4.2484 -1.2977 -1.3922  -0.11
13 H -0.0664 -0.5817 -1.7787  0.07
14 H -0.6639 -1.4170 2.4351  0.01
15 H 0.4322 3.4901 0.8792  0.13
16 H 3.9615 -2.8456 0.1175  0.08
17 H 2.7248 -2.7279 -1.0660  0.06
18 H 1.8348 2.8458 -1.2259  0.09
19 C 1.1530 2.0041 -1.3476  0.00
20 C -1.8503 0.4937 -0.4856  -0.44
21 H 1.3192 0.6783 1.8596  0.07
22 O -1.3943 -4.1859 2.0845  -0.05
23 H 2.2495 0.1300 0.4677  0.07
24 H -1.6784 3.4317 -0.5779  0.10
25 H 4.1964 -3.4262 -1.5068  0.07
26 H -2.0989 3.5950 0.9855  0.11
27 C -2.0015 0.7623 -2.0266  -0.04
28 H -2.6963 1.4408 1.4551  0.12
29 H -0.6332 -3.7865 1.6633  -0.01
30 H 1.5423 1.2555 -2.0377  0.07
31 H -1.4590 0.0278 -2.6219  0.08
32 O 1.1290 -2.3916 1.2180  -0.04
33 H 3.7683 -1.2735 -2.2232  0.07
34 H -1.0247 -4.8388 2.6789  0.03
35 C -2.6592 -0.8239 -0.3274  -0.03
36 H 1.8831 -2.2320 1.7854  0.05
37 H -3.3225 2.0200 -0.1207  0.12
38 H -0.5035 -0.0077 1.9058  -0.03
39 C -2.4434 1.6692 0.4198  -0.11
40 N -0.3995 0.3021 -0.1869  -0.10
41 H -3.0454 0.7230 -2.3379  0.09
42 H 1.1794 -1.7049 0.5530  -0.01
43 C 0.5478 1.4564 0.0113  -0.48
44 H -1.6897 1.7698 -2.3020  0.07
45 H -3.7052 -0.7130 -0.6131  0.08

Record 5
A structure of composition C10H30MnOP2, computed with ωB97M-V/def2-TZVPD.

Orbital gap (alpha / beta) = 5.1893 / 7.2493 eV
Multiplicity = 6

Each line ends with the Löwdin spin population.
CARTESIAN COORDINATES (ANGSTROEM)
1 H -3.1510 -0.8329 2.1307  0.00
2 H -1.0079 0.0482 -2.2739  0.01
3 H -1.4292 -2.4387 -2.7001  0.01
4 H -0.4209 3.8528 -2.1964  0.00
5 Mn -0.6361 -0.0542 -0.6677  4.25
6 H 3.7324 0.0673 0.8966  0.00
7 H 2.2710 -2.8317 -0.6522  0.00
8 H 0.4891 -0.0671 3.2083  0.00
9 H 0.2982 -2.4750 -3.0655  0.00
10 H -1.3456 -4.3289 -0.1278  0.00
11 C -0.4692 -0.6188 3.1771  0.01
12 H 1.8436 2.9329 0.7328  0.00
13 H -1.5288 2.4382 -2.4260  0.01
14 H -0.5179 -3.9646 -2.4871  0.00
15 H -0.9131 0.4666 5.0419  0.00
16 H 2.3758 2.6327 -0.9274  0.00
17 C -2.4942 0.6553 3.5482  0.00
18 H -0.8875 4.1243 0.1375  0.01
19 H -2.0835 2.8249 0.4640  0.01
20 C -1.3190 -3.3018 0.2763  0.04
21 O -1.1184 -0.4337 1.8976  0.09
22 H 1.3297 4.0403 -0.5707  0.00
23 H -0.6910 3.0253 1.5415  0.00
24 C -0.4693 -2.8692 -2.3894  0.02
25 H 0.1457 2.3385 -3.0026  0.00
26 H -2.3229 -2.8665 0.2312  0.01
27 H 3.3167 0.6543 1.1655  0.00
28 P -0.1288 -2.2615 -0.6865  0.16
29 H -1.8436 -1.0295 4.7263  0.00
30 H -0.3132 -1.6978 3.2969  0.00
31 C -0.5018 2.7593 -2.2267  0.03
32 H -1.0247 -3.3379 1.3341  0.00
33 H 1.5017 -3.0533 0.9228  0.00
34 H -3.4546 0.5740 4.0499  0.00
35 P 0.0119 2.0653 -0.6101  0.14
36 H -2.7472 0.8041 1.3997  0.03
37 C -1.0243 3.0950 0.4995  0.04
38 C -1.4052 -0.1275 4.2758  0.00
39 C 1.5432 2.9918 -0.3180  0.02
40 H 1.2725 -4.2860 -0.3516  0.00
41 C 1.3658 -3.2019 -0.1586  0.02
42 C -2.4759 0.0428 2.1514  0.04
43 H 0.1340 0.3439 -1.9581  0.03
44 H -2.2307 1.7153 3.3976  0.00

Record 6
A cluster of 10 separate species, C10H30N10O20 in total, computed with ωB97M-V/def2-TZVPD.

Orbital gap = 9.4885 eV

Each line ends with the Löwdin charge.
CARTESIAN COORDINATES (ANGSTROEM)
1 C -1.0010 4.6506 -2.3586  0.05
2 H -0.7961 -3.9584 2.0018  0.07
3 O 2.8815 0.4017 -5.1350  0.07
4 C 1.1565 -3.7384 4.5078  0.06
5 O -2.3619 -3.7275 -0.3823  0.06
6 O 0.6150 -2.2631 2.8269  0.05
7 N -2.3077 -3.3387 0.7680  -0.42
8 C 2.6138 1.7303 -3.2694  0.04
9 O -3.8798 0.5542 -3.1428  0.07
10 C -0.2479 -3.4745 -2.8195  0.06
11 N -3.6953 0.8443 -1.9799  -0.44
12 O -2.5709 6.1646 -1.5554  0.05
13 H -4.7246 -0.8323 -1.3311  0.10
14 N -0.7503 1.4478 0.3452  -0.42
15 H 0.4126 -4.4666 4.1953  0.09
16 O 2.6667 -2.8844 2.9410  0.07
17 O 4.0198 -0.0739 -3.3776  0.07
18 H -1.8333 -5.2622 1.3582  0.10
19 H -1.4732 3.9896 -1.6367  0.06
20 H -3.3350 4.8283 0.0573  0.07
21 H 2.9229 -2.7270 0.4065  0.06
22 H -4.3404 0.2575 -0.0538  0.10
23 O 4.3438 -3.1560 -1.3887  0.06
24 N -1.8890 5.8441 -2.5089  -0.44
25 H -2.4069 3.7760 1.1442  0.07
26 H 3.2032 0.7989 4.5187  0.10
27 H 2.0008 -4.1762 5.0237  0.10
28 H -2.4439 -4.2395 2.6823  0.11
29 H -1.1922 -2.9802 -2.6218  0.09
30 O -2.5473 -2.1983 1.1101  0.07
31 H -0.7950 4.2607 -3.3440  0.10
32 N 3.2124 0.5824 -3.9858  -0.45
33 H 0.4264 -0.0070 1.1870  0.08
34 N 0.7365 -3.0433 -1.7620  -0.42
35 O -3.3445 1.9441 -1.6129  0.05
36 H 0.2122 -3.2183 -3.7676  0.10
37 H 4.1793 -1.6391 1.2476  0.08
38 O 1.5338 1.8179 3.0378  0.09
39 H -2.9451 -0.6310 -0.8056  0.06
40 O -0.1806 2.4377 -0.0469  0.06
41 C -3.2807 4.4139 1.0579  0.04
42 H -0.1304 5.0184 -1.8141  0.11
43 O -1.8734 1.3938 0.7605  0.07
44 N 4.5404 -2.1604 -0.7257  -0.43
45 H 3.3849 2.3943 -2.8966  0.10
46 N 2.4948 1.2727 2.5642  -0.44
47 O -5.5823 4.2741 1.0321  0.07
48 H -0.3251 -4.5512 -2.7163  0.10
49 N -4.5578 3.7028 1.3289  -0.44
50 N 1.5175 -2.9171 3.3187  -0.42
51 O 0.9872 -3.8223 -0.8742  0.06
52 O 5.2972 -1.2589 -1.0261  0.05
53 H 1.9450 2.2957 -3.9163  0.09
54 H 0.6364 -3.0448 5.1676  0.11
55 H 0.7401 0.2055 -0.5465  0.07
56 O 1.2509 -1.9552 -1.9012  0.05
57 O 2.6974 1.1058 1.3840  0.05
58 H 3.7526 -0.3428 3.2470  0.08
59 O -1.8739 6.4215 -3.5758  0.07
60 H 4.4045 1.2681 3.3416  0.11
61 H 3.0320 -0.9560 0.1160  0.07
62 H -0.7085 -0.6760 0.0251  0.07
63 C -0.0285 0.1491 0.2111  0.05
64 O -4.4963 2.6202 1.8779  0.05
65 H 1.9557 1.3628 -2.4872  0.08
66 C 3.5682 -1.8596 0.3796  0.02
67 H -3.1712 5.1383 1.8638  0.11
68 C 3.4911 0.6848 3.4789  0.05
69 C -3.9275 -0.2025 -0.9472  0.05
70 C -1.8157 -4.2696 1.7990  0.05